{"formula": "C28H35F3N4O3P2STi", "method": "the ωB97M-V functional and the def2-TZVPD basis", "symbols": ["Ti", "C", "C", "C", "C", "C", "C", "C", "C", "C", "H", "H", "H", "H", "H", "H", "H", "H", "H", "H", "H", "H", "H", "H", "H", "P", "P", "N", "N", "N", "N", "C", "C", "C", "C", "C", "C", "C", "C", "C", "C", "C", "C", "C", "C", "C", "C", "C", "C", "H", "H", "H", "H", "H", "H", "H", "H", "H", "H", "H", "H", "H", "H", "H", "H", "H", "H", "H", "H", "F", "C", "F", "F", "S", "O", "O", "O"], "coordinates": [[0.92879, -1.67388, -3.23808], [-1.59699, 3.44505, -2.25433], [-1.79722, 2.55242, -3.24014], [-0.77516, 1.87493, -4.11776], [0.50166, 1.29829, -3.53642], [1.65650, 2.23159, -3.64537], [1.47221, 3.45560, -3.14590], [0.37614, 4.46861, -3.37354], [-0.59421, 4.52260, -2.14631], [1.04762, -3.87246, -2.56937], [-2.37661, 3.45830, -1.49695], [-2.84956, 2.18558, -3.40410], [-0.60570, 2.48897, -5.00458], [-1.34361, 0.98870, -4.49285], [0.21220, 1.16513, -2.48395], [0.73289, 0.27088, -4.01590], [2.66929, 1.83656, -3.75833], [2.36677, 3.91822, -2.71263], [-0.19227, 4.33490, -4.32184], [0.83418, 5.48355, -3.34933], [-0.03133, 4.39834, -1.19330], [-1.10300, 5.52598, -2.06927], [0.45912, -3.88847, -1.62139], [1.74138, -4.75526, -2.43179], [0.35041, -4.00211, -3.45861], [1.55368, -1.29125, -5.74867], [-2.19490, -0.60655, -5.82502], [2.80408, -0.04608, -6.29491], [2.04395, -2.44696, -7.13228], [-2.18921, 1.17298, -6.58115], [-3.61094, -1.02494, -6.74941], [0.31976, -0.54349, -6.83923], [-0.97785, -1.37611, -6.92129], [4.02212, 0.09463, -5.63557], [4.85350, 0.89045, -6.41885], [4.14152, 1.22615, -7.60291], [2.88980, 0.64917, -7.50979], [2.51150, -3.73256, -6.91381], [2.78724, -4.33038, -8.14106], [2.46404, -3.38491, -9.15841], [2.03533, -2.23605, -8.51576], [-2.76075, 2.34962, -6.06717], [-2.61903, 3.39833, -6.97242], [-1.94833, 2.84078, -8.10621], [-1.61711, 1.52594, -7.80014], [-4.22608, -0.31800, -7.79965], [-5.06449, -1.17375, -8.49588], [-4.95282, -2.46926, -7.87676], [-4.04745, -2.35830, -6.83697], [0.65618, -0.41508, -7.87941], [0.10436, 0.46710, -6.47312], [-1.36147, -1.44080, -7.96929], [-0.75805, -2.41005, -6.58804], [4.20406, -0.41990, -4.69726], [5.85816, 1.17343, -6.16303], [4.48044, 1.80755, -8.44304], [2.09601, 0.69632, -8.24847], [2.62079, -4.08795, -5.90157], [3.17062, -5.32606, -8.28287], [2.52595, -3.50388, -10.23298], [1.77505, -1.29418, -8.98522], [-3.24126, 2.36921, -5.09739], [-3.04033, 4.38746, -6.80752], [-1.75933, 3.34290, -9.03442], [-0.96519, 0.81749, -8.29392], [-4.02748, 0.73282, -7.91452], [-5.69866, -0.90749, -9.33212], [-5.49030, -3.36601, -8.14957], [-3.67547, -3.06987, -6.11968], [-0.47509, -1.94138, 1.92025], [0.48691, -1.99580, 0.97591], [1.55139, -1.30201, 1.43574], [0.89915, -3.28598, 0.79633], [-0.07934, -1.06311, -0.75094], [-0.77148, -1.67584, -1.99968], [-0.67215, 0.14418, -0.21492], [1.35949, -0.98651, -1.39730]], "forces_ev_per_angstrom": [[-1.09, -1.92, 4.39], [-1.41, -0.30, -0.16], [-0.35, -0.51, 1.04], [-1.30, -0.56, -1.57], [-1.00, 1.19, 0.08], [0.42, -1.05, 1.22], [1.15, 1.71, -1.36], [-0.65, 0.86, 1.44], [0.93, -0.09, 0.05], [-0.81, 0.31, -0.22], [-0.33, 0.48, -0.26], [1.35, -0.07, 1.03], [0.44, -0.34, -0.10], [0.64, 0.88, 0.45], [0.63, -0.65, -0.02], [0.02, 0.39, -0.11], [-0.20, -0.08, 0.51], [-0.07, -0.05, -0.41], [0.54, 0.14, 0.80], [0.03, -0.85, -0.53], [-0.15, 0.31, -0.50], [0.33, -1.09, -0.20], [0.28, 0.48, -0.84], [-0.03, 1.53, -0.84], [0.42, -0.05, 0.53], [3.63, 1.32, -7.84], [-1.99, 2.54, -2.72], [-0.81, -1.03, 1.95], [-0.40, -0.07, 2.14], [0.56, -0.64, 0.90], [-0.35, -0.75, -0.02], [-1.76, 0.39, 0.54], [0.62, -0.11, -0.61], [0.73, 0.73, -0.76], [-0.69, -0.84, 0.82], [-1.01, -0.71, 0.67], [0.29, 0.29, -0.19], [0.28, -0.65, -1.04], [-0.38, 0.51, 1.06], [-0.22, 0.67, 1.23], [-0.15, -0.15, -0.51], [-0.36, -0.03, -0.54], [-0.37, -1.75, 0.60], [0.37, -0.65, 0.71], [-0.46, 0.41, -0.11], [-0.48, -0.57, -0.15], [0.90, 0.12, 1.11], [0.69, 0.46, 0.56], [-0.53, 0.54, -0.43], [0.46, -0.30, 1.06], [0.16, -0.08, 0.03], [0.25, 0.06, 0.85], [-0.45, 0.25, -0.21], [0.05, 0.17, -0.15], [0.09, 0.02, 0.01], [0.04, 0.05, 0.03], [0.30, 0.07, 0.46], [0.08, -0.19, -0.04], [-0.01, -0.03, 0.03], [0.11, 0.03, 0.23], [0.10, -0.41, 0.22], [-0.08, -0.13, -0.59], [0.24, -0.29, -0.27], [0.34, 0.08, -0.12], [-0.57, 0.30, -0.45], [-0.16, -0.07, -0.13], [0.15, 0.00, 0.19], [0.11, 0.08, 0.01], [-0.15, -0.22, 0.00], [1.12, 0.02, -2.42], [0.91, -1.48, 2.65], [-1.71, -0.48, -1.53], [-1.11, 2.10, -0.44], [0.51, 1.80, 0.59], [1.16, 0.28, 0.60], [1.07, -2.23, -1.33], [-0.95, -0.12, -1.03]], "charge": 2, "e_homo_ha": [-0.4684, -0.4679], "multiplicity": 1, "gap_ev": [2.5, 2.4], "largest_force_ev_per_a": 8.7}